Here is 11 unconnected molecules or ions with the total composition C72H173N11O20 from the OMol25 dataset. Energies are from ωB97M-V with the def2-TZVPD basis set.

## Properties
* ΔE to the lowest compared entry with this formula, charge and spin: 481.71 kJ/mol
* gap between HOMO and LUMO: 0.30332 Eh
* strongest force on any atom: 3.46 eV Å⁻¹
* SMILES: CC1(C)CCCC(C)(C)N1O.CC1(C)CCCC(C)(C)N1O.COCCNCCOC.COCCNCCOC.COCCNCCOC.COCCNCCOC.COCCNCCOC.COCCNCCOC.COCCNCCOC.COCCNCCOC.COCCNCCOC
* HOMO level: -7.78 eV
* LUMO level: 0.018 Eh

Structure (XYZ):
```
276
Properties=species:S:1:pos:R:3:forces:R:3:lowdin_charge:R:1
C 0.3485 -3.3103 3.4469 -1.128 0.949 0.546 -0.0205
C -1.2112 -3.3698 3.6714 0.893 -1.265 -0.386 -0.4392
C -1.5764 -4.1372 4.9995 0.139 0.688 -0.352 -0.0333
C -1.8336 -1.9364 3.7690 0.447 0.588 -0.575 -0.1058
C -2.1367 -1.1303 2.4629 1.296 -1.209 0.061 -0.1608
C -2.7849 -2.0787 1.4622 -1.032 0.071 0.755 -0.1313
C -2.1371 -3.5126 1.2461 -1.201 0.643 -0.351 -0.4048
C -3.2618 -4.3489 0.4528 0.917 1.304 -0.618 -0.0151
C -0.9471 -3.3117 0.2981 0.970 -0.088 0.327 -0.0327
N -1.7695 -4.1666 2.5434 -2.446 2.279 -0.872 -0.1360
O -1.2093 -5.4201 2.2693 0.326 0.042 0.633 -0.0133
H 0.5534 -2.7345 2.5443 0.007 -0.164 -0.073 0.0558
H 0.7580 -2.7120 4.2609 0.380 -0.319 0.236 0.0669
H 0.8064 -4.2966 3.3729 -0.142 0.096 0.129 0.0817
H -2.6209 -4.4432 4.9393 0.096 -0.364 -0.197 0.0794
H -0.9026 -4.9601 5.2379 -0.162 -0.225 -0.403 0.0739
H -1.5562 -3.5109 5.8913 0.302 0.480 -0.118 0.0692
H -2.7386 -1.8905 4.3748 -0.203 -0.632 -0.065 0.1133
H -1.1129 -1.3776 4.3660 0.155 0.091 0.097 0.0849
H -2.7515 -0.2583 2.6858 -0.361 -0.215 0.060 0.1048
H -1.2624 -0.6864 1.9869 0.570 -0.188 0.357 0.0792
H -2.9525 -1.5206 0.5411 0.527 -0.424 -0.542 0.1024
H -3.8066 -2.1270 1.8390 -0.300 -0.912 0.063 0.1061
H -4.3061 -4.2115 0.7330 0.169 -0.315 0.977 0.0676
H -3.0234 -5.3671 0.1452 0.160 -0.169 0.678 0.0741
H -3.3022 -3.8473 -0.5141 0.188 0.204 -0.329 0.0451
H -0.3200 -4.2017 0.2449 -0.333 -0.355 -0.350 0.0844
H -0.2232 -2.5822 0.6612 -0.250 0.392 0.327 0.0660
H -1.2096 -2.9414 -0.6929 -0.303 -0.302 0.002 0.0606
H -1.9769 -5.9548 2.4849 0.225 -0.598 -0.059 0.1030
C 7.0874 1.4778 4.6133 0.041 0.891 0.289 -0.0297
C 6.6590 0.5365 5.7652 0.764 -0.698 -0.853 -0.4277
C 5.2067 0.7485 6.1842 -0.053 1.579 1.337 -0.0524
C 6.6533 -0.9598 5.2092 -1.591 0.588 0.378 -0.1451
C 7.9421 -1.6326 5.0320 1.784 0.205 0.639 -0.2027
C 8.7977 -1.5144 6.2945 0.877 0.086 -1.053 -0.1287
C 8.9526 -0.0636 6.8810 -1.761 0.560 -2.315 -0.4819
C 9.3807 -0.2475 8.2628 1.169 -0.887 2.033 -0.0670
C 9.9564 0.7269 5.9935 0.411 0.523 0.501 -0.0207
N 7.6156 0.6328 6.9264 -1.312 -2.635 -0.838 -0.1157
O 7.6245 1.8791 7.5721 0.268 -0.019 -0.443 -0.0107
H 6.3288 1.6404 3.8477 0.002 -0.876 -0.386 0.0615
H 7.2443 2.5213 4.8863 -0.035 0.106 0.950 0.0773
H 8.0746 1.2239 4.2271 -0.313 -0.474 -0.449 0.0610
H 4.9235 0.1252 7.0324 -0.028 -0.715 -0.432 0.0868
H 5.0480 1.7201 6.6520 0.499 0.556 -0.019 0.0594
H 4.4432 0.8135 5.4089 0.284 -0.745 -0.339 0.0677
H 6.0028 -1.5486 5.8559 0.122 -0.012 0.449 0.1170
H 6.1130 -1.0066 4.2636 -0.143 0.563 -0.197 0.1089
H 7.9114 -2.7015 4.8208 -0.519 0.055 -0.335 0.1203
H 8.4873 -1.1563 4.2172 0.102 -0.022 -0.247 0.0994
H 9.7817 -1.8299 5.9476 0.552 0.409 0.077 0.1134
H 8.6241 -2.3604 6.9595 -0.871 0.623 0.744 0.1137
H 9.3553 0.5694 8.9841 -0.043 0.395 -0.485 0.0876
H 10.4084 -0.6095 8.2326 0.186 -0.037 0.222 0.0925
H 8.7987 -1.0632 8.6918 -0.104 0.106 0.196 0.0870
H 9.6496 1.7579 5.8170 -0.249 0.012 0.278 0.0735
H 10.1766 0.3350 5.0006 -0.219 -0.450 0.102 0.0739
H 10.9004 0.8074 6.5324 0.206 -0.104 -0.125 0.0757
H 7.2970 1.6151 8.4350 -0.088 0.394 0.217 0.0987
C -8.9226 5.5650 -3.9768 0.404 -0.330 0.245 -0.0918
O -8.2685 5.5725 -5.2611 -1.273 -0.050 1.541 -0.1557
C -6.9759 6.0690 -5.1267 0.502 0.852 -2.080 -0.2651
C -5.9650 5.3697 -4.3098 0.838 -0.425 1.896 -0.2442
N -5.7183 4.0008 -4.6563 0.059 -0.430 -0.661 -0.0440
C -4.4585 3.4585 -4.2044 0.717 -0.893 0.859 -0.1956
C -3.1180 4.2099 -4.5035 -0.327 -0.876 -0.566 -0.2104
O -2.0131 3.4402 -4.0511 1.547 0.175 0.518 -0.2194
C -0.6910 4.0305 -4.3997 -1.935 -0.339 0.025 -0.0419
H -8.7668 6.4668 -3.3847 0.272 0.495 -0.338 0.0857
H -8.4913 4.7706 -3.3677 -0.141 -0.276 0.017 0.0656
H -10.0051 5.4419 -4.0083 0.143 -0.236 -0.720 0.0865
H -6.9603 7.1415 -4.9333 -0.254 0.210 0.686 0.1266
H -6.5882 6.0538 -6.1453 0.069 -0.188 -0.367 0.1283
H -6.1809 5.3490 -3.2417 -0.377 0.316 0.291 0.1216
H -5.0327 5.9328 -4.3527 -0.040 0.607 -0.321 0.1071
H -5.8496 3.8745 -5.6498 0.118 -0.217 -0.171 0.1224
H -4.4604 2.3876 -4.4075 0.490 -0.006 -1.172 0.1053
H -4.4532 3.2930 -3.1271 -0.304 0.862 0.606 0.1042
H -3.2145 5.1813 -4.0185 0.510 0.215 0.072 0.0939
H -2.9320 4.3356 -5.5701 -0.530 0.385 -0.348 0.1165
H -0.4206 4.8079 -3.6852 -0.247 0.311 -0.194 0.0552
H -0.8159 4.3808 -5.4243 0.386 0.441 0.032 0.0805
H 0.1393 3.3244 -4.3899 -0.575 -0.605 0.158 0.0802
C -4.5557 -7.2702 -4.1256 1.283 -0.315 -1.566 -0.0781
O -4.1352 -6.2887 -5.1365 -0.189 -0.327 0.483 -0.2441
C -3.5340 -6.8785 -6.3339 -1.213 0.153 0.465 -0.1832
C -2.7660 -5.8076 -7.1360 -0.122 -1.258 1.583 -0.2072
N -1.7071 -5.3183 -6.2819 0.587 0.767 -0.232 -0.0666
C -1.1388 -4.0900 -6.8366 0.253 -0.357 0.726 -0.2110
C -0.1832 -3.4342 -5.8402 -1.060 -0.179 0.336 -0.2039
O -0.9767 -3.0062 -4.7277 0.188 -0.302 0.144 -0.2254
C -0.2355 -2.7865 -3.5220 -1.183 0.121 -0.289 -0.0844
H -5.3980 -7.0321 -3.4760 -0.091 0.772 -0.584 0.0794
H -3.7083 -7.4874 -3.4753 0.143 -0.002 0.058 0.0861
H -4.7822 -8.1785 -4.6839 -0.269 -0.242 0.258 0.0767
H -4.3500 -7.3159 -6.9090 -0.217 0.202 -0.382 0.1123
H -2.9453 -7.7542 -6.0605 0.668 0.304 0.155 0.1156
H -3.4211 -5.0232 -7.5149 -0.357 0.149 0.125 0.1115
H -2.3153 -6.2968 -7.9995 -0.031 -0.104 -0.173 0.1177
H -1.9656 -5.1866 -5.3145 -0.555 0.094 -0.075 0.0991
H -1.8844 -3.3236 -7.0481 -0.423 0.021 -0.346 0.1118
H -0.6751 -4.4519 -7.7542 0.412 0.735 -0.198 0.1197
H 0.2144 -2.4861 -6.2023 0.840 -0.474 -0.562 0.1235
H 0.5027 -4.2101 -5.5002 0.632 0.320 -0.098 0.1225
H 0.7436 -2.3262 -3.6543 0.113 -0.069 -0.321 0.0884
H -0.1601 -3.7249 -2.9727 0.258 -0.041 0.120 0.0870
H -0.8693 -2.0847 -2.9799 0.269 -0.062 0.346 0.0605
C 2.1220 -0.1985 2.9396 -0.018 -0.182 -1.618 -0.0493
O 1.3547 0.4254 1.8339 0.647 0.052 1.095 -0.1925
C 1.2027 1.8532 1.9368 0.886 -0.215 0.269 -0.1968
C 0.5535 2.4644 0.6634 -0.587 -0.882 0.770 -0.1396
N -0.6756 1.7304 0.2521 0.157 -0.475 0.059 -0.0605
C -0.7956 1.6414 -1.2068 -0.785 -0.566 -1.291 -0.1382
C -2.1802 1.0338 -1.7781 0.184 0.791 0.826 -0.1536
O -2.1765 -0.3691 -1.8382 1.111 0.227 0.645 -0.2132
C -3.3341 -0.9635 -2.3425 -0.010 -0.827 0.153 -0.1168
H 1.4641 -0.6577 3.6775 -0.016 0.481 0.096 0.0598
H 2.9592 0.3624 3.3550 -0.644 1.080 0.295 0.0730
H 2.7270 -0.9949 2.5064 -0.586 -0.439 -0.442 0.0665
H 2.1938 2.2675 2.1214 0.534 0.305 -0.842 0.0909
H 0.8025 2.1523 2.9055 -1.358 -0.251 -0.046 0.0947
H 1.2898 2.4790 -0.1403 0.119 -0.094 -0.024 0.0792
H 0.2386 3.4865 0.8735 0.320 0.197 0.098 0.1051
H -0.5319 0.7664 0.5171 -0.077 -0.196 0.520 0.0837
H 0.0389 1.0249 -1.5409 -0.020 -0.363 -0.532 0.1116
H -0.5883 2.6190 -1.6422 -0.499 0.135 -0.054 0.0834
H -2.5674 1.3749 -2.7383 1.024 0.664 -0.414 0.0995
H -2.9861 1.3582 -1.1198 -0.037 0.081 0.645 0.0941
H -3.2149 -1.9853 -1.9823 -0.565 -0.139 -0.303 0.0684
H -3.4015 -0.9657 -3.4304 0.322 0.081 -0.316 0.0893
H -4.2880 -0.5626 -1.9996 0.046 0.308 0.527 0.0835
C 2.0948 6.5966 3.0145 -0.402 -0.315 -0.591 -0.0924
O 2.5301 5.2620 3.2857 -0.850 0.357 -0.920 -0.1996
C 3.5095 5.2292 4.2598 2.267 -0.905 0.523 -0.2305
C 3.9501 3.7426 4.5688 -0.095 1.913 0.636 -0.1965
N 2.7933 3.0495 4.9877 -2.190 -1.373 -0.078 -0.0624
C 2.0837 3.5283 6.2071 0.037 -1.472 -0.828 -0.1658
C 1.0874 2.4878 6.7350 -0.068 0.905 0.601 -0.1937
O -0.1685 2.4168 6.0358 1.558 1.194 0.281 -0.1949
C -0.6563 1.1407 5.8825 -0.031 -1.116 -0.279 -0.1370
H 2.8749 7.3112 2.7524 0.663 -0.154 0.654 0.0860
H 1.4693 6.9594 3.8301 0.106 0.190 0.078 0.0847
H 1.5212 6.6191 2.0879 -0.435 -0.582 0.162 0.0874
H 3.1686 5.6447 5.2081 -0.069 0.352 0.055 0.1110
H 4.3613 5.7923 3.8783 0.335 0.294 0.301 0.1178
H 4.6142 3.6242 5.4250 0.583 0.902 -0.064 0.1057
H 4.4765 3.2705 3.7393 -0.400 -0.092 -0.283 0.0962
H 2.1602 3.1252 4.2044 -0.537 -0.293 0.065 0.0657
H 1.5142 4.4506 6.0931 0.358 0.418 -0.033 0.1123
H 2.8452 3.5582 6.9864 -0.008 0.580 0.144 0.1231
H 0.8200 2.8266 7.7359 0.026 0.117 0.318 0.1187
H 1.6428 1.5656 6.9058 -0.425 -0.540 -0.665 0.1192
H -0.1988 0.7003 4.9966 -0.297 -0.313 -0.346 0.0677
H -1.7432 1.1830 5.8111 0.035 -0.074 -0.198 0.0931
H -0.3851 0.4834 6.7087 -0.123 -0.034 0.323 0.0890
C -5.9683 2.2528 -0.3933 -0.268 -0.336 -1.454 -0.0827
O -6.0969 0.8410 -0.3142 1.679 0.627 -0.361 -0.1783
C -7.3026 0.4526 0.1684 -1.994 -1.059 0.327 -0.2836
C -7.2261 -0.9342 0.8026 1.130 -0.216 2.055 -0.2066
N -6.4678 -2.0229 0.1615 -1.593 0.492 -1.808 -0.0258
C -7.1661 -2.2983 -1.1363 1.030 -2.153 0.550 -0.1674
C -6.5824 -3.5649 -1.8251 -0.330 1.184 -0.455 -0.1957
O -5.4485 -3.0875 -2.5108 0.669 -0.003 0.215 -0.2218
C -4.7664 -4.0163 -3.2904 0.563 -0.956 -0.590 -0.1271
H -6.5750 2.6243 -1.2191 -0.436 0.033 -0.312 0.0769
H -4.9534 2.4733 -0.7243 0.113 0.186 0.878 0.0609
H -6.3720 2.7593 0.4835 0.661 -0.021 0.403 0.0899
H -8.1080 0.4035 -0.5644 0.048 0.176 -0.924 0.1148
H -7.6855 1.2114 0.8508 -0.032 -0.185 0.747 0.1161
H -8.2058 -1.2944 1.1165 -0.301 -0.036 -0.611 0.1153
H -6.7476 -0.8555 1.7788 0.300 0.453 0.192 0.1061
H -5.5932 -1.6464 -0.1754 0.587 0.215 0.504 0.0751
H -6.9623 -1.4906 -1.8393 -0.750 0.152 -0.145 0.0990
H -8.2050 -2.5374 -0.9089 -0.178 0.574 -0.198 0.1207
H -7.2582 -3.9350 -2.5961 -0.529 -0.130 0.009 0.1048
H -6.3695 -4.3939 -1.1501 0.227 0.080 0.328 0.1208
H -5.3251 -4.5113 -4.0847 -0.666 0.650 -0.338 0.0576
H -4.4101 -4.9142 -2.7855 0.245 0.141 0.961 0.0742
H -3.8902 -3.5513 -3.7423 -0.092 0.190 0.022 0.0902
C -10.8403 1.9468 -4.7622 -1.787 -1.000 0.173 -0.1385
O -9.7534 1.0999 -4.5745 -0.148 -0.644 0.447 -0.1872
C -8.5430 1.7956 -4.3759 0.032 -0.584 -1.722 -0.2188
C -7.3812 0.8292 -4.3872 0.730 -0.488 -0.918 -0.1835
N -7.2439 -0.0086 -5.6327 0.322 0.849 1.194 -0.0304
C -6.2810 -1.0978 -5.3665 -0.823 -1.016 -1.981 -0.1886
C -6.2220 -2.1481 -6.5642 -0.708 0.953 1.587 -0.1663
O -7.5022 -2.7934 -6.7524 1.371 0.275 -0.906 -0.1836
C -7.7224 -3.8617 -5.8724 -0.123 0.131 0.535 -0.1185
H -10.8767 2.6511 -5.5932 1.078 0.338 -0.063 0.0903
H -11.1618 2.4164 -3.8326 0.241 0.441 0.135 0.0858
H -11.6628 1.2822 -5.0267 -0.173 -0.177 0.130 0.0849
H -8.5582 2.3949 -3.4656 0.059 0.219 -0.029 0.1127
H -8.5364 2.3471 -5.3161 0.973 1.119 0.344 0.1227
H -7.3986 0.1775 -3.5136 -0.133 -0.081 0.357 0.0980
H -6.4575 1.4073 -4.3602 -0.063 0.206 0.399 0.0881
H -8.1763 -0.3428 -5.8302 0.043 -0.626 -0.190 0.0946
H -6.5334 -1.6275 -4.4479 0.149 -0.160 0.233 0.0858
H -5.2429 -0.7711 -5.3049 -0.071 0.616 0.278 0.1075
H -5.4069 -2.8293 -6.3201 -0.215 -0.624 0.188 0.0988
H -5.8704 -1.6614 -7.4738 -0.716 0.152 -0.184 0.1144
H -7.8615 -3.4410 -4.8765 -0.251 -0.287 0.357 0.0716
H -6.9123 -4.5876 -5.8035 0.411 0.063 -0.270 0.0737
H -8.6058 -4.4193 -6.1835 -0.120 0.300 -0.032 0.0903
C -0.9177 7.4411 -1.8150 -0.790 0.214 0.743 -0.0870
O -1.0319 6.5209 -0.7503 0.784 2.865 -0.225 -0.2053
C -1.7022 5.3657 -1.0427 -0.673 -1.531 1.963 -0.2311
C -2.2215 5.0284 0.3740 0.552 -2.100 1.157 -0.1660
N -2.8677 3.7145 0.6027 -1.447 0.199 -0.281 -0.0447
C -3.4299 3.4015 1.9446 0.967 0.903 -0.600 -0.1777
C -2.3657 3.5370 3.0116 0.719 0.470 0.679 -0.2153
O -2.0843 4.9370 3.2195 -0.442 -0.192 1.076 -0.2155
C -1.0473 5.1694 4.2123 -0.190 -0.972 -1.860 -0.0624
H -0.6529 6.9211 -2.7356 0.354 0.359 -0.175 0.0753
H -0.2783 8.2635 -1.4944 0.645 -0.444 -0.272 0.0889
H -1.8713 7.9574 -1.9261 -0.433 -0.174 -0.491 0.0855
H -0.8805 4.7254 -1.3635 -0.705 -1.043 -0.443 0.1041
H -2.5712 5.3890 -1.7002 0.229 0.402 -0.599 0.1206
H -2.8630 5.8048 0.7910 -0.061 0.148 -0.463 0.1278
H -1.3419 5.0083 1.0176 0.301 0.684 -0.051 0.0881
H -2.2324 2.9317 0.5425 0.724 0.200 -0.793 0.0357
H -3.7537 2.3686 1.8165 -0.209 -0.040 0.510 0.1082
H -4.2507 4.0413 2.2687 -0.289 0.033 -0.423 0.1166
H -1.4479 3.0184 2.7346 0.304 -0.038 -0.478 0.0996
H -2.6157 3.0540 3.9563 -0.529 0.097 0.345 0.1123
H -1.0007 6.2263 4.4747 -0.401 -0.175 0.123 0.0885
H -0.1414 4.9190 3.6602 0.628 0.058 0.348 0.0663
H -1.1155 4.4646 5.0410 -0.232 0.317 0.275 0.0695
C 9.7543 -8.6902 -2.1382 -0.786 0.569 0.831 -0.1053
O 8.5229 -8.3502 -1.5200 -0.215 -0.633 0.169 -0.2277
C 8.3121 -6.9581 -1.2630 -0.814 -2.112 -0.439 -0.2057
C 7.0802 -6.9081 -0.3442 -0.371 2.184 -0.235 -0.1649
N 6.7839 -5.4423 -0.2117 0.123 -1.281 -0.258 -0.0779
C 7.5355 -4.8589 0.8505 -0.465 1.619 0.240 -0.2347
C 7.3002 -3.3510 0.8241 -0.313 0.351 -0.394 -0.2076
O 6.0056 -2.9721 1.3400 1.185 -0.401 0.418 -0.1807
C 5.7385 -1.6033 1.1285 -0.617 0.010 -0.278 -0.1193
H 9.8954 -9.7694 -2.0792 -0.274 0.037 -0.248 0.0854
H 10.5306 -8.2480 -1.5138 0.558 0.223 -0.440 0.0790
H 9.7211 -8.3207 -3.1631 0.581 -0.086 -0.145 0.0866
H 7.9989 -6.4834 -2.1929 0.312 0.385 -0.073 0.1208
H 9.2637 -6.5672 -0.9025 -0.244 0.550 0.392 0.1110
H 7.1952 -7.4003 0.6216 0.358 -0.075 0.101 0.1126
H 6.1921 -7.3343 -0.8108 0.390 -0.334 -0.356 0.1191
H 5.8242 -5.2160 0.0067 -0.331 -0.496 -0.286 0.1091
H 8.6052 -5.0235 0.7207 -0.015 -0.159 0.123 0.1167
H 7.1759 -5.2173 1.8150 0.410 -0.233 0.485 0.1205
H 7.2768 -2.9814 -0.2010 0.458 -0.236 -0.299 0.1107
H 8.1511 -2.8660 1.3025 -0.226 0.430 0.555 0.1142
H 4.6900 -1.4743 1.3968 0.024 0.166 -0.016 0.0729
H 5.8789 -1.3063 0.0892 -0.055 -0.169 -0.269 0.0791
H 6.3360 -0.8816 1.6854 0.303 -0.278 0.469 0.0641
C 9.1260 -0.3800 -1.7176 -0.355 0.781 -0.925 -0.1196
O 8.4113 -0.4728 -0.5125 0.310 -0.452 -0.191 -0.2131
C 8.6859 0.5963 0.3896 0.052 -0.185 -0.281 -0.2065
C 7.9688 1.9532 0.1024 0.795 -2.524 0.687 -0.1729
N 6.5122 1.7624 0.1450 1.734 0.156 -0.889 -0.0280
C 5.8115 2.9271 0.5439 -1.904 0.807 0.016 -0.2203
C 4.3927 2.9772 -0.0931 0.946 -1.006 2.676 -0.2483
O 4.4833 2.7257 -1.4280 0.185 0.360 -2.285 -0.1601
C 3.2507 2.6137 -2.0932 -0.911 -0.235 -0.565 -0.1057
H 9.0229 -1.2259 -2.3972 -0.681 -0.330 0.496 0.0879
H 10.2086 -0.2654 -1.6633 0.218 0.232 0.771 0.0849
H 8.7202 0.4901 -2.2337 0.285 0.152 -0.536 0.0792
H 9.7552 0.8021 0.3433 0.338 0.012 0.199 0.1105
H 8.4582 0.1131 1.3398 -0.212 0.700 0.320 0.1051
H 8.4223 2.2591 -0.8404 -0.540 0.543 -0.361 0.1076
H 8.3920 2.6001 0.8709 -0.576 0.329 0.138 0.1185
H 6.2396 1.5163 -0.7959 -0.230 -0.114 -0.109 0.1092
H 6.1743 3.9296 0.3168 1.131 -0.055 -0.325 0.1160
H 5.7281 2.8699 1.6292 -0.376 0.367 0.202 0.0975
H 4.0202 3.9573 0.2048 -0.680 0.095 -0.348 0.1281
H 3.8444 2.1569 0.3701 -0.651 0.071 0.277 0.1158
H 2.5034 3.3360 -1.7648 0.109 0.234 0.307 0.0772
H 2.7870 1.6288 -2.0374 0.119 -0.369 0.768 0.0870
H 3.2940 2.7267 -3.1765 0.922 0.436 -0.012 0.0870
```
Forces are in eV/Å.